[1]
ORCA calculation (ωB97M-V/def2-TZVPD) on a molecular structure, C20H19CdClN7O5S at a distorted geometry.

Geometry as XYZ:
```
54
Properties=species:S:1:pos:R:3:forces:R:3:mulliken_charge:R:1
Cd 0.019 -1.316 -0.553 0.5220 -0.5033 0.7941 1.4140
C 5.799 -0.480 -1.867 -0.0312 0.0130 -0.0630 -1.2402
C 5.036 -0.938 -0.686 -0.1641 -0.1314 -0.1180 0.9002
N 5.457 -0.980 0.531 0.2956 0.0212 0.1627 -0.7193
N 4.404 -1.444 1.259 -0.1950 -0.0022 -0.1627 0.2520
C 3.316 -1.674 0.524 0.2828 0.1423 -0.0400 0.2451
S 1.819 -2.231 1.059 -0.4594 -0.0977 0.0155 -0.4196
N 3.718 -1.372 -0.738 0.1530 0.0558 0.2704 0.5033
N 2.885 -1.537 -1.816 -0.3332 -0.1180 -0.4698 -0.8699
H 6.820 -0.267 -1.565 -0.0012 0.0041 0.0046 0.3559
H 5.355 0.427 -2.281 0.0279 0.0002 -0.0086 0.3159
H 5.807 -1.243 -2.647 0.0110 -0.0054 0.0102 0.3256
H 4.503 -1.591 2.249 -0.0469 0.0422 0.0694 0.1732
H 3.091 -2.393 -2.320 0.0965 -0.0280 0.0655 0.2566
H 2.920 -0.752 -2.452 -0.0728 0.1723 0.0748 0.2266
O -0.911 3.692 -3.528 -0.1111 0.5926 -0.0510 -0.5603
C -0.840 4.057 -2.270 -0.0130 -0.0334 -0.0012 0.4764
O -0.875 5.207 -1.921 -0.0061 0.0172 0.0601 -0.5748
C -0.704 2.956 -1.248 0.0615 0.0976 0.1308 -0.2470
C -0.772 3.157 0.125 -0.0648 -0.1245 -0.3054 0.5348
Cl -1.155 4.607 0.900 -0.0880 0.0104 0.0281 -0.1430
N -0.546 1.966 0.750 0.0118 0.1760 -0.1138 0.2017
N -0.329 1.008 -0.179 -0.0069 -0.0142 -0.1419 -0.5271
C -0.426 1.585 -1.375 -0.0915 0.0712 0.1862 0.0936
C -0.252 0.745 -2.623 0.1270 0.0158 -0.0325 1.1696
O -0.519 1.240 -3.716 0.0546 -0.4425 0.0921 -0.7876
O 0.176 -0.445 -2.457 0.1115 0.3022 -0.5268 -0.7918
C -0.475 1.642 2.148 -0.0109 -0.1526 0.3440 0.6929
C -0.522 0.304 2.532 -0.0663 0.2496 -0.1948 0.6058
C -0.397 -0.058 3.861 -0.0092 -0.0066 -0.0279 -0.6895
C -0.249 0.911 4.839 -0.0079 -0.0583 0.0555 -0.5946
C -0.235 2.243 4.466 0.0112 0.0113 0.0312 -0.8585
C -0.338 2.615 3.134 0.1003 -0.0004 -0.1799 -0.5608
H -0.820 2.709 -3.659 0.0315 -0.1717 -0.0070 0.4312
H -0.661 -0.463 1.795 0.0123 -0.1098 -0.0413 -0.0618
H -0.417 -1.107 4.126 -0.0027 -0.0008 0.0131 0.3835
H -0.145 0.629 5.878 -0.0272 0.0173 0.0047 0.4121
H -0.134 3.015 5.216 0.0240 0.0090 -0.0140 0.3941
H -0.299 3.658 2.882 0.0775 -0.0060 0.0635 0.3485
O -1.248 -2.617 1.225 -0.0971 -0.0705 0.0451 -0.5294
C -2.631 -2.298 1.263 -0.1637 0.1270 0.0180 -0.8134
C -3.097 -1.904 -0.117 0.0455 -0.1250 -0.0463 0.6024
C -4.446 -1.690 -0.357 0.0006 0.0192 0.0130 -0.7451
C -4.860 -1.386 -1.641 0.0713 -0.0293 0.0303 -0.3019
C -3.913 -1.340 -2.655 0.0008 -0.0098 0.0051 -0.8259
C -2.588 -1.557 -2.335 -0.1364 0.0144 -0.0815 -0.1977
N -2.180 -1.810 -1.081 -0.1006 0.0315 -0.0276 -0.3005
H -1.033 -3.221 1.942 0.0692 0.0075 0.0254 0.2720
H -2.812 -1.474 1.962 -0.0017 -0.0312 0.0039 0.2990
H -3.224 -3.155 1.590 0.0642 -0.0200 0.0153 0.5529
H -5.155 -1.766 0.457 -0.0051 -0.0069 -0.0036 0.4159
H -5.905 -1.206 -1.854 -0.0047 -0.0005 0.0063 0.4406
H -4.192 -1.130 -3.677 0.0182 -0.0153 -0.0073 0.4401
H -1.820 -1.531 -3.095 0.0369 0.0942 0.0267 0.6244
```
Positions in Å, forces in eV/Å.

Computed properties:
total charge	+1
DFT total energy	-2559.015551	Eh
strongest force on any atom	0.02091	Eh/bohr
energy relative to the best compared isomer or geometry (same formula, charge and spin)	66.4	kJ/mol
HOMO-LUMO gap	9.27	eV

[2]
ORCA calculation (ωB97M-V/def2-TZVPD) on a molecular structure, C20H19CeCl2O3 at a distorted geometry.

Geometry as XYZ:
```
45
Properties=species:S:1:pos:R:3:forces:R:3:mulliken_charge:R:1
C -1.871 0.527 0.805 0.0830 0.7822 0.8105 -0.4885
C -1.379 -0.009 2.048 -0.4871 0.9380 -0.2529 -0.3485
C -0.464 0.938 2.606 -0.3564 -0.1783 0.3144 -0.4681
H -1.637 -0.980 2.479 -0.0659 0.3339 -0.3406 0.4532
C -0.346 2.046 1.708 -0.9233 -0.1694 -0.1205 -0.4469
C -1.248 1.821 0.607 -0.3616 -0.6364 0.7275 -0.6065
H -1.546 2.508 -0.203 0.6101 -0.4233 0.5019 0.4143
H -2.556 0.035 0.105 0.2974 0.1907 0.6528 0.5974
H -0.054 0.822 3.644 -0.0825 0.2547 -1.3179 0.4368
H 0.288 2.922 1.851 -0.2988 -0.2877 -0.0593 0.4368
C 1.333 -1.833 -1.566 -0.6627 0.1220 -0.3163 -0.5194
C -0.095 -1.918 -1.395 0.4312 0.2478 -0.9722 -0.2405
C -0.684 -0.695 -1.872 0.8706 -0.4963 -0.4773 -0.4650
H -0.626 -2.750 -0.929 -0.0769 0.2931 -0.3375 0.4107
C 0.390 0.173 -2.286 -0.0866 -0.5785 -0.2307 -0.6029
C 1.627 -0.531 -2.081 -0.4107 -0.0633 -0.5493 -0.5301
H 2.613 -0.134 -2.343 -0.4116 -0.2175 0.1699 0.5236
H 2.024 -2.693 -1.423 -0.4918 1.0147 0.0990 0.4472
H -1.755 -0.496 -1.978 0.5798 -0.1192 0.2318 0.5802
H 0.269 1.168 -2.764 0.1825 -0.8285 0.5281 0.4176
Ce 0.543 -0.102 0.328 1.6722 0.0330 0.9217 0.9530
O 2.865 1.677 0.842 1.5992 0.8624 1.2018 -0.3786
C 3.565 1.249 2.051 -0.8004 1.1370 -0.1914 -0.4910
C 3.764 2.684 1.677 -1.0837 -1.9741 -0.1699 -0.2414
H 2.869 1.034 2.877 0.4446 -0.0406 -0.2415 0.2747
H 4.403 0.564 1.908 -0.2682 0.1210 0.0055 0.2994
H 3.165 3.434 2.211 0.1360 -0.3937 -0.4255 0.4173
H 5.014 5.041 2.100 0.3719 -0.1480 -0.1397 0.3060
C 5.651 4.356 1.531 -1.1237 -0.8302 -0.0425 -0.3659
C 5.078 3.106 1.147 1.6776 0.2882 -0.5631 0.6157
C 5.897 2.222 0.396 -0.3830 0.3403 0.2301 -0.2431
H 5.500 1.249 0.088 0.1306 0.3925 0.0596 0.2895
C 7.200 2.580 0.029 -0.4899 -0.0196 0.0718 -0.6805
H 7.798 1.894 -0.578 -0.2205 0.2842 0.2767 0.3636
C 7.720 3.806 0.434 -0.1795 0.1612 0.2399 -0.3155
H 8.724 4.086 0.160 0.1535 -0.0344 -0.0525 0.3793
C 6.961 4.691 1.204 -0.2791 -0.2676 -0.1533 -0.6280
H 7.365 5.646 1.546 -0.0609 -0.3362 -0.2064 0.3652
Cl -5.494 -4.523 0.632 -0.6662 -0.3460 0.3667 -0.1584
C -4.391 -3.302 1.180 0.9770 0.7219 -0.4105 0.1696
Cl -3.815 -3.487 2.883 -0.4137 -0.2565 -0.1439 -0.2232
C -3.103 -3.302 0.250 0.6354 -0.0132 -0.3252 0.2575
O -3.031 -4.116 -0.689 -0.0304 1.1166 1.1561 -0.7054
O -2.275 -2.410 0.625 -0.3265 -0.3801 -0.4137 -0.4806
H -4.878 -2.312 1.167 0.1891 -0.5966 -0.1119 0.2195
```
Positions in Å, forces in eV/Å.

Computed properties:
total charge	0
⟨S²⟩	0.751
DFT total energy	-2394.660739	Eh
strongest force on any atom	0.04392	Eh/bohr
2S+1	2
HOMO-LUMO gap (alpha / beta)	7.10 / 7.10	eV